(1)
# CH3N3OS

A cluster of 2 separate species, CH3N3OS in total (the ωB97M-V functional and the def2-TZVPD basis, the OMol25 dataset).

Last columns: bonded neighbours and bond lengths (Å).
Positions of all 9 atoms, in Å:
1 N -0.717 0.112 1.490  N4 1.281
2 O 1.630 -1.308 0.194  S5 1.459
3 C -0.272 0.877 -0.710  N4 1.296, H7 1.050, H9 1.082
4 N -0.187 0.846 0.583  N1 1.281, C3 1.296, H6 1.017
5 S 0.442 -1.925 -0.386  O2 1.459, N8 1.502
6 H 0.455 1.502 1.021  N4 1.017
7 H 0.330 1.513 -1.289  C3 1.050
8 N -0.896 -1.642 0.233  S5 1.502
9 H -0.784 0.025 -1.137  C3 1.082

Its relative energy (zero: lowest compared OMol25 entry of this formula, charge and spin) is 7.1561 eV. Its strongest force on any atom is 0.04632 hartree/bohr. The calculation puts the HOMO-LUMO gap (spin up / spin down) at 7.788 / 7.372 eV. Its total charge is 0.

Atomic partial charges in e from the Mulliken method, atoms 1 to 6:
1 N -0.487
2 O -0.448
3 C -0.536
4 N 0.341
5 S 0.524
6 H 0.263

***

(2)
# CH3N3S

A cluster of 2 separate species, CH3N3S in total (the ωB97M-V functional and the def2-TZVPD basis, the OMol25 dataset).

Last columns: bonded neighbours and bond lengths (Å).
Positions of all 8 atoms, in Å:
1 N -0.432 -0.231 1.212  H2 1.004, N7 1.269
2 H -1.138 -0.915 1.005  N1 1.004
3 H 0.368 1.376 0.572  N7 1.024
4 S 1.262 -1.794 -0.121  C5 1.617
5 C 0.960 -0.591 -1.158  S4 1.617, N6 1.180
6 N 0.411 0.268 -1.751  C5 1.180
7 N -0.505 0.842 0.539  N1 1.269, H3 1.024, H8 0.959
8 H -0.926 1.045 -0.298  N7 0.959

Its relative energy (zero: lowest compared OMol25 entry of this formula, charge and spin) is 1.1187 eV. Its strongest force on any atom is 0.07454 hartree/bohr. The calculation puts the HOMO-LUMO gap at 7.473 eV. Its total charge is 0.

Atomic partial charges in e from the Mulliken method, atoms 1 to 6:
1 N -0.364
2 H 0.279
3 H 0.330
4 S -0.311
5 C 0.454
6 N -0.626

***

(3)
# CH3N3S

A cluster of 2 separate species, CH3N3S in total (the ωB97M-V functional and the def2-TZVPD basis, the OMol25 dataset).

Last columns: bonded neighbours and bond lengths (Å).
Positions of all 8 atoms, in Å:
1 H 0.184 -2.463 -0.992  C4 1.099
2 H -0.921 -0.857 -0.849  C4 1.157
3 N 0.835 2.318 0.755  H5 1.052, N7 1.155
4 C -0.542 -1.864 -0.425  H1 1.099, H2 1.157, S6 1.610
5 H 1.773 2.785 0.848  N3 1.052
6 S -1.133 -2.348 0.992  C4 1.610
7 N 0.251 1.560 0.109  N3 1.155, N8 1.124
8 N -0.446 0.869 -0.438  N7 1.124

Its relative energy (zero: lowest compared OMol25 entry of this formula, charge and spin) is 2.1707 eV. Its strongest force on any atom is 0.12353 hartree/bohr. The calculation puts the HOMO-LUMO gap at 8.445 eV. Its total charge is 0.

Atomic partial charges in e from the Mulliken method, atoms 1 to 6:
1 H 0.266
2 H 0.324
3 N -0.762
4 C -0.330
5 H 0.306
6 S -0.206

***

(4)
# CH3N3S

An isolated molecule of CH3N3S (the ωB97M-V functional and the def2-TZVPD basis, the OMol25 dataset).

Last columns: bonded neighbours and bond lengths (Å).
Positions of all 8 atoms, in Å:
1 H 0.760 1.421 -0.600  C4 1.077
2 S 0.052 -1.727 0.551  N5 1.700, N6 1.534
3 H 0.097 0.221 1.809  N5 1.096
4 C 0.085 0.658 -0.253  H1 1.077, N5 1.398, N7 1.398, H8 1.080
5 N 0.492 -0.111 0.842  S2 1.700, H3 1.096, C4 1.398
6 N -0.431 -1.686 -0.904  S2 1.534, N7 1.770
7 N -0.255 -0.006 -1.436  C4 1.398, N6 1.770
8 H -0.800 1.229 -0.010  C4 1.080

Its relative energy (zero: lowest compared OMol25 entry of this formula, charge and spin) is 3.5369 eV. Its strongest force on any atom is 0.11289 hartree/bohr. The calculation puts the HOMO-LUMO gap (spin up / spin down) at 9.066 / 7.187 eV. Its total charge is 0. Its SMILES is C1N=NSN1.

Atomic partial charges in e from the Mulliken method, atoms 1 to 6:
1 H 0.298
2 S 0.200
3 H 0.324
4 C -0.198
5 N -0.406
6 N -0.238

***

(5)
# CH3N3S

A cluster of 2 separate species, CH3N3S in total (the ωB97M-V functional and the def2-TZVPD basis, the OMol25 dataset).

Last columns: bonded neighbours and bond lengths (Å).
Positions of all 8 atoms, in Å:
1 N 0.980 -1.017 -0.066  N5 1.149
2 H -1.061 -0.703 1.004  C8 1.082
3 H -0.696 1.353 -0.872  N7 0.977
4 S 3.111 0.494 0.038  N5 1.471
5 N 1.944 -0.402 0.042  N1 1.149, S4 1.471
6 H -2.248 -0.561 -0.338  C8 1.135
7 N -0.637 0.888 -0.014  H3 0.977, C8 1.227
8 C -1.394 -0.051 0.207  H2 1.082, H6 1.135, N7 1.227

Its relative energy (zero: lowest compared OMol25 entry of this formula, charge and spin) is 0.8956 eV. Its strongest force on any atom is 0.16932 hartree/bohr. The calculation puts the HOMO-LUMO gap at 10.113 eV. Its total charge is 0. Its SMILES is N#[N+][S-].C=N.

Atomic partial charges in e from the Mulliken method, atoms 1 to 6:
1 N -0.233
2 H 0.227
3 H 0.177
4 S -0.132
5 N 0.322
6 H 0.240

***

(6)
# CH3N3S2

A cluster of 2 separate species, CH3N3S2 in total (the ωB97M-V functional and the def2-TZVPD basis, the OMol25 dataset).

Last columns: bonded neighbours and bond lengths (Å).
Positions of all 9 atoms, in Å:
1 S 2.686 0.156 -1.295  S8 1.953
2 C -1.635 -1.505 -1.123  H3 1.036, N5 1.142
3 H -2.460 -1.652 -1.731  C2 1.036
4 N 1.694 -0.833 1.331  S8 1.564, N9 1.381
5 N -0.819 -1.001 -0.504  C2 1.142
6 H 1.190 1.184 0.761  N9 1.046
7 H 0.733 0.702 2.348  N9 1.007
8 S 2.551 -1.223 0.082  S1 1.953, N4 1.564
9 N 1.238 0.458 1.512  N4 1.381, H6 1.046, H7 1.007

Its relative energy (zero: lowest compared OMol25 entry of this formula, charge and spin) is 0.5270 eV. Its strongest force on any atom is 0.06409 hartree/bohr. The calculation puts the HOMO-LUMO gap (spin up / spin down) at 7.909 / 7.913 eV. Its total charge is 0.

Atomic partial charges in e from the Mulliken method, atoms 1 to 6:
1 S -0.341
2 C -0.055
3 H 0.303
4 N -0.130
5 N -0.226
6 H 0.251